{"formula": "C29H37BBaN10O3", "method": "ωB97M-V/def2-TZVPD", "elements": ["Ba", "C", "C", "N", "N", "C", "B", "N", "C", "C", "C", "N", "N", "C", "C", "C", "N", "H", "H", "H", "H", "H", "H", "H", "H", "H", "H", "C", "N", "C", "C", "O", "C", "O", "C", "C", "O", "N", "C", "C", "H", "H", "H", "H", "H", "H", "H", "H", "H", "H", "H", "H", "H", "H", "H", "H", "C", "N", "C", "C", "C", "C", "C", "N", "C", "C", "C", "C", "C", "C", "H", "H", "H", "H", "H", "H", "H", "H", "H", "H", "H"], "coordinates": [[0.727, 0.146, 0.872], [-0.242, -3.350, 4.040], [0.710, -2.792, 3.176], [0.601, -1.469, 3.140], [-0.418, -1.148, 3.966], [-0.933, -2.259, 4.525], [-0.866, 0.293, 4.296], [-1.941, 0.818, 3.307], [-3.170, 1.213, 3.690], [-3.841, 1.687, 2.582], [-2.918, 1.532, 1.542], [-1.777, 1.012, 1.984], [0.339, 1.253, 4.354], [0.761, 1.873, 5.472], [1.832, 2.677, 5.143], [1.989, 2.482, 3.767], [1.090, 1.624, 3.296], [-0.390, -4.387, 4.284], [1.458, -3.284, 2.572], [-1.742, -2.198, 5.234], [-1.385, 0.273, 5.385], [-3.483, 1.139, 4.718], [-4.841, 2.082, 2.531], [-3.027, 1.790, 0.499], [0.274, 1.704, 6.416], [2.407, 3.311, 5.796], [2.711, 2.925, 3.098], [5.566, 1.256, -0.216], [4.695, 0.882, -1.319], [5.357, 0.271, -2.457], [3.362, 0.953, -1.142], [2.871, 1.399, -0.109], [2.485, 0.467, -2.296], [1.128, 0.452, -1.914], [0.198, 1.110, -2.734], [-0.427, 2.269, -1.941], [-0.065, 2.478, -0.792], [-1.374, 3.008, -2.559], [-1.840, 2.795, -3.916], [-2.040, 4.077, -1.831], [6.480, 1.691, -0.619], [5.823, 0.384, 0.389], [5.064, 1.982, 0.415], [6.061, 0.979, -2.897], [4.655, -0.030, -3.226], [5.907, -0.618, -2.141], [2.780, -0.553, -2.551], [2.655, 1.117, -3.160], [-0.578, 0.397, -3.024], [0.671, 1.494, -3.642], [-1.282, 2.010, -4.415], [-1.729, 3.717, -4.491], [-2.896, 2.519, -3.916], [-1.624, 4.139, -0.831], [-3.112, 3.875, -1.771], [-1.892, 5.028, -2.348], [-2.399, -2.150, 0.037], [-0.957, -1.932, -0.069], [-0.277, -2.856, -0.649], [1.153, -2.908, -0.798], [1.842, -3.961, -1.434], [3.201, -3.698, -1.278], [3.269, -2.510, -0.531], [2.051, -2.029, -0.243], [-3.106, -1.856, -1.267], [-3.152, -0.556, -1.767], [-3.764, -0.288, -2.982], [-4.336, -1.316, -3.721], [-4.295, -2.614, -3.232], [-3.684, -2.878, -2.012], [-2.781, -1.490, 0.817], [-2.625, -3.179, 0.337], [-0.801, -3.729, -1.059], [1.386, -4.803, -1.935], [4.032, -4.291, -1.625], [4.161, -2.006, -0.179], [-2.710, 0.243, -1.181], [-3.813, 0.728, -3.357], [-4.816, -1.104, -4.667], [-4.741, -3.420, -3.800], [-3.657, -3.893, -1.634]], "forces_ev_per_a": [[-0.232, 0.298, 0.193], [0.023, -0.022, 0.007], [-0.037, 0.019, -0.043], [-0.090, -0.053, -0.011], [-0.028, -0.051, 0.208], [0.081, -0.065, -0.105], [0.111, 0.034, -0.096], [-0.244, 0.019, 0.239], [-0.019, 0.082, -0.199], [-0.042, -0.033, -0.008], [0.109, 0.034, -0.014], [-0.003, -0.093, 0.041], [-0.100, 0.022, 0.219], [0.144, 0.062, -0.090], [-0.019, 0.020, 0.024], [0.001, -0.058, -0.080], [-0.028, -0.011, 0.091], [-0.005, 0.006, 0.001], [-0.014, 0.013, -0.011], [-0.001, 0.035, -0.001], [0.022, 0.020, -0.062], [0.055, -0.019, 0.022], [0.008, -0.012, 0.010], [0.011, -0.009, 0.013], [-0.028, -0.031, -0.015], [-0.008, -0.005, -0.004], [-0.013, -0.018, -0.016], [-0.024, 0.010, -0.008], [0.013, -0.006, -0.008], [-0.008, -0.002, -0.006], [0.164, -0.009, -0.027], [0.117, -0.032, -0.122], [-0.047, -0.156, -0.011], [0.117, 0.021, -0.151], [0.065, 0.116, 0.110], [0.061, -0.087, -0.022], [-0.159, -0.135, 0.044], [-0.081, 0.028, -0.008], [0.061, 0.046, 0.056], [0.035, -0.036, -0.029], [0.005, -0.001, 0.000], [0.014, -0.006, -0.008], [-0.006, 0.003, -0.002], [0.017, -0.006, 0.012], [-0.019, 0.014, 0.013], [-0.004, -0.007, 0.006], [-0.042, -0.024, -0.005], [-0.070, 0.002, -0.024], [-0.017, -0.006, -0.001], [0.003, -0.015, -0.025], [-0.020, -0.010, 0.000], [0.008, -0.003, -0.023], [0.026, 0.050, -0.024], [-0.007, -0.006, 0.011], [-0.007, 0.007, 0.006], [-0.007, 0.004, 0.002], [-0.104, 0.056, -0.139], [0.343, 0.007, -0.060], [0.042, 0.077, 0.108], [0.162, -0.417, -0.094], [-0.235, 0.158, -0.019], [0.088, 0.122, 0.099], [0.004, -0.147, -0.175], [-0.265, 0.280, 0.111], [0.036, -0.066, 0.034], [-0.012, 0.008, -0.016], [0.013, 0.042, 0.041], [-0.002, -0.084, 0.011], [-0.004, 0.086, -0.041], [0.005, 0.040, -0.017], [0.004, -0.006, 0.024], [0.050, -0.006, 0.023], [0.049, -0.041, -0.015], [0.015, 0.004, -0.001], [-0.003, -0.007, 0.002], [-0.011, 0.012, 0.010], [-0.013, 0.007, -0.031], [-0.007, -0.059, 0.055], [-0.003, -0.006, -0.002], [0.002, -0.005, 0.010], [0.006, 0.007, 0.011]], "multiplicity": 1, "e_lumo_ha": 0.005, "de_lowest_ev": 0.6066, "total_charge": 0, "energy_ha": -1951.0960}